No. 1
The following is a quantum chemistry calculation of the molecule C3H6O2, from the OMol25 dataset.

ORCA input file:
```
! wB97M-V def2-TZVPD RIJCOSX def2/J DEFGRID3
* xyz 0 1
C -1.5228 -0.1243 0.0344
C -0.1406 0.4077 0.2387
O 0.1271 1.1972 1.1268
C 1.0510 -0.1393 -0.5445
O 1.9653 -0.4644 0.4740
H -2.1646 0.2460 0.8369
H -1.4824 -1.2200 0.0548
H -1.9114 0.1769 -0.9441
H 1.4616 0.6432 -1.2051
H 0.8059 -1.0118 -1.1629
H 1.8110 0.2887 1.0910
*
```

Properties
SMILES	CC(=O)CO
energy above the lowest of the compared OMol25 structures with the same formula, charge and spin	23.5	kcal/mol

Atomic partial charges in e from the Mulliken method, atoms 1 to 4: atom 1 (C): -1.10, atom 2 (C): 0.81, atom 3 (O): -0.59, atom 4 (C): -0.39

No. 2
The following is a quantum chemistry calculation of a cluster of 2 separate species, C5H14 in total in a non-equilibrium geometry, from the OMol25 dataset.

ORCA input file:
```
! wB97M-V def2-TZVPD RIJCOSX def2/J DEFGRID3
* xyz 1 2
C -0.0197 -1.3256 -1.0761
C 1.3998 -1.1296 -0.4988
C -0.6949 -2.3667 -0.2259
H -0.6805 -0.4359 -1.1593
H 0.1117 -1.5265 -2.1650
H 1.7951 -0.4074 -1.2290
H 2.0914 -1.9652 -0.5663
H -1.1361 -3.1024 -0.9421
H -0.0522 -2.9675 0.4148
H 1.3044 -0.6772 0.4817
H -1.5253 -1.9767 0.3490
C -0.3689 1.4944 0.8369
C -0.2262 3.0099 0.9457
H 0.4365 0.8817 1.2271
H -1.3613 1.1447 1.1319
H -0.4485 1.2516 -0.2422
H -0.8623 3.4487 0.1657
H 0.7727 3.2837 0.6251
H -0.5360 3.3659 1.9266
*
```

Properties
energy above the lowest of the compared OMol25 structures with the same formula, charge and spin	10.6	kcal/mol

Atomic partial charges in e from the Mulliken method, atoms 1 to 4: atom 1 (C): -0.03, atom 2 (C): -0.95, atom 3 (C): -0.93, atom 4 (H): 0.29

No. 3
The following is a quantum chemistry calculation of a structure of composition C4H6Cl2O2 in a non-equilibrium geometry, from the OMol25 dataset.

ORCA input file:
```
! wB97M-V def2-TZVPD RIJCOSX def2/J DEFGRID3
* xyz 0 1
C -1.7564 -0.5539 -0.8601
C -0.4875 -0.4055 0.2158
C 0.6304 0.0810 -0.2668
C 2.0083 0.2031 0.3302
H -2.7568 -0.8083 0.5094
H -1.6109 -1.5070 -1.4362
H -1.3915 0.0724 -1.6587
H 2.9093 0.1353 -0.5072
H 2.4081 -0.3271 1.2332
H 1.1106 1.5393 1.7841
O -2.9119 -0.2154 -0.2747
O 1.8811 1.6176 0.8502
Cl -0.6443 -0.7756 1.9274
Cl 0.6115 0.9443 -1.8465
*
```

Properties
energy above the lowest of the compared OMol25 structures with the same formula, charge and spin	70.2	kcal/mol

Atomic partial charges in e from the Mulliken method, atoms 1 to 4: atom 1 (C): -0.45, atom 2 (C): 0.54, atom 3 (C): 0.14, atom 4 (C): -0.63

No. 4
The following is a quantum chemistry calculation of the ion C3H6N3O with charge +1 in a non-equilibrium geometry, from the OMol25 dataset.

ORCA input file:
```
! wB97M-V def2-TZVPD RIJCOSX def2/J DEFGRID3
* xyz 1 3
C -0.1323 -1.3995 -1.1114
C 0.8705 1.8501 0.7771
C -0.8340 0.0526 0.6207
N 0.7795 -0.5154 -1.3876
N 0.4992 0.6083 0.7227
N -0.9450 -1.2049 -0.0598
O 1.4131 2.7525 0.1993
H -0.3352 -2.4061 -1.6487
H 1.2795 1.7011 1.9687
H -1.2334 0.0447 1.7141
H -1.3014 0.8954 0.0462
H 1.0736 -0.3096 -2.3503
H -1.1340 -2.0692 0.5090
*
```

Properties
energy above the lowest of the compared OMol25 structures with the same formula, charge and spin	45.7	kcal/mol

Atomic partial charges in e from the Mulliken method, atoms 1 to 4: atom 1 (C): 0.08, atom 2 (C): 0.26, atom 3 (C): -0.42, atom 4 (N): -0.26